Entry 1:
{"formula": "C38H110N24O15", "method": "wB97M-V/def2-TZVPD", "species": ["H", "H", "N", "C", "H", "C", "H", "C", "C", "C", "C", "H", "H", "H", "O", "H", "N", "H", "O", "C", "H", "C", "H", "H", "H", "H", "O", "O", "H", "H", "C", "H", "C", "N", "H", "C", "H", "C", "H", "H", "H", "H", "H", "N", "H", "H", "C", "C", "H", "H", "N", "O", "H", "C", "N", "H", "C", "H", "C", "O", "H", "N", "N", "H", "H", "H", "H", "H", "C", "C", "H", "H", "C", "C", "O", "O", "H", "H", "H", "H", "N", "H", "H", "H", "H", "H", "C", "H", "H", "H", "N", "H", "N", "H", "H", "H", "H", "H", "H", "H", "H", "C", "H", "H", "H", "C", "H", "H", "H", "H", "N", "N", "H", "H", "C", "O", "H", "H", "C", "O", "C", "H", "H", "H", "H", "H", "H", "H", "H", "H", "N", "N", "H", "N", "H", "N", "H", "N", "H", "H", "C", "H", "H", "C", "H", "C", "H", "H", "H", "O", "C", "O", "C", "N", "N", "H", "H", "H", "H", "N", "C", "H", "C", "H", "H", "C", "H", "C", "H", "H", "H", "H", "O", "H", "H", "H", "O", "H", "H", "C", "O", "N", "C", "H", "N", "N", "H"], "positions_angstrom": [[0.953, 3.342, 0.242], [-1.052, -1.007, -7.167], [3.020, 0.939, -3.361], [0.883, -0.056, 0.925], [-1.830, 3.912, 0.216], [-3.080, 2.052, -0.611], [2.777, 0.916, 2.522], [-1.161, -4.522, 2.909], [-1.167, -1.361, -0.905], [-2.644, 2.667, -2.961], [3.038, -2.215, -1.289], [1.701, 1.495, -1.285], [3.555, 2.399, -2.614], [4.345, 0.724, 3.257], [-3.129, -3.473, 1.920], [-3.140, -0.605, -3.497], [1.095, -0.634, 4.194], [3.050, -1.802, 2.364], [-3.276, 0.992, 0.356], [-0.912, 3.675, -0.323], [0.807, 0.042, -3.298], [-1.304, -0.248, -6.426], [-1.770, -4.716, 3.792], [-0.538, 4.862, 1.930], [-4.650, 0.848, -3.316], [-4.160, -3.972, 0.132], [3.788, -3.093, -1.568], [0.234, 3.836, 0.484], [-3.020, 3.638, -2.640], [-0.561, -2.374, 5.906], [0.186, -0.750, -2.880], [-0.112, -2.751, 2.143], [-2.373, -0.084, -4.071], [3.326, -0.956, -1.373], [2.666, 6.215, 3.157], [0.279, 4.995, 1.220], [0.436, -2.214, 1.095], [-1.386, -1.222, 0.627], [-1.627, 1.201, -2.570], [2.385, 5.255, 0.851], [-0.487, -6.471, 2.683], [2.158, -3.454, -2.469], [0.877, 1.800, 4.197], [-3.687, -2.382, -1.273], [3.779, 1.692, 5.240], [-0.336, -1.846, -4.451], [-3.799, -1.337, 3.474], [-0.231, -0.238, -1.461], [1.949, -0.623, 3.654], [4.104, -1.745, 0.198], [5.076, -1.500, 0.074], [1.183, 2.646, -2.254], [2.579, 2.761, 0.513], [-1.778, 0.952, -8.409], [-2.610, -1.449, 2.950], [1.427, 1.099, 5.618], [0.490, 1.313, 1.415], [2.787, 0.019, -6.262], [-3.767, -2.020, -2.534], [6.561, -0.513, 1.402], [-1.569, 2.577, -2.808], [1.782, 2.875, -0.097], [1.820, -2.910, -3.250], [0.034, -2.601, -5.805], [-1.934, 1.687, 1.860], [-1.455, 1.439, -0.840], [2.162, -1.962, -3.309], [4.298, 3.084, 3.488], [5.469, -0.598, 0.921], [1.726, 5.120, 1.708], [-0.905, -2.537, -5.726], [0.449, -5.399, 1.948], [-1.651, 0.747, 3.985], [2.828, 0.077, -4.281], [-4.328, -0.450, 4.170], [1.799, -2.461, 5.169], [4.515, 0.887, 1.823], [-0.086, 2.043, 3.649], [-3.948, -3.252, 2.836], [-2.126, -1.374, -1.423], [4.393, 0.037, 1.291], [-2.335, 1.800, -8.806], [-3.117, -3.198, -1.104], [-1.912, 0.147, -9.131], [-3.750, 2.857, -0.311], [-2.827, 0.865, -4.356], [-2.938, 1.299, 1.686], [1.375, 2.781, 5.724], [2.802, 0.578, -2.443], [-2.930, -1.481, -5.740], [-4.619, 1.428, -2.490], [3.950, 2.858, -0.933], [-4.419, -2.488, 3.299], [-1.577, -4.611, 0.841], [-4.768, -0.305, -1.925], [1.150, 2.146, 1.175], [-2.826, 0.649, -2.233], [-2.097, 2.517, -0.549], [-3.853, -1.775, -0.483], [-0.927, 2.641, -0.666], [1.226, -1.596, -0.672], [0.044, -1.223, 1.324], [-1.862, -0.941, 3.400], [-3.423, 1.584, 3.890], [4.186, -0.699, -1.836], [-2.043, -1.002, -5.325], [-3.607, 2.046, 2.113], [1.643, -3.264, -0.319], [-1.491, 0.082, -3.452], [-0.877, -0.869, 5.066], [1.865, 6.269, 2.545], [-1.084, 1.927, 3.753], [1.027, 6.280, 3.109], [3.187, 1.903, -3.610], [2.228, -0.360, 1.608], [2.078, 0.621, -1.163], [-5.106, 0.919, -1.767], [-2.883, 2.483, -4.009], [1.985, 2.682, -1.368], [-2.255, 0.541, -7.131], [-2.146, -4.567, 1.770], [-0.281, 1.958, -1.856], [2.697, 3.457, 3.276], [4.573, -1.685, 3.186], [2.576, -0.345, -1.082], [0.921, -1.553, -2.835], [-2.630, -5.541, 1.692], [-0.202, -1.217, 2.386], [0.409, -3.104, 3.803], [-0.722, 1.215, -8.337], [2.895, 0.639, -5.471], [-0.129, -5.530, 2.766], [2.945, 0.460, 1.646], [0.968, -0.030, -0.583], [1.408, -1.873, -5.267], [-2.932, 0.739, 4.146], [-4.409, -0.524, -3.625], [3.415, 3.239, 3.952], [2.921, 4.159, 3.184], [-0.843, 4.348, -1.178], [0.986, -3.419, -4.106], [0.328, 0.001, 4.024], [0.562, 1.375, 2.501], [-0.935, 1.095, -1.734], [-0.559, 1.577, 1.274], [-3.715, -3.119, 0.643], [-4.459, -2.343, 0.825], [3.343, -2.679, 3.920], [2.093, -0.495, 2.681], [-1.028, -0.321, 4.058], [-3.277, 1.622, -2.039], [2.717, -1.079, -3.944], [3.045, 1.928, 4.470], [0.688, -2.543, -5.038], [-4.301, -0.813, -2.663], [-0.600, -2.284, -1.025], [0.059, 5.935, 0.713], [3.584, -0.062, 0.696], [3.249, 1.582, -5.549], [-0.243, -1.479, 5.563], [3.277, 0.744, 3.475], [-1.160, -2.414, 3.532], [2.113, 3.847, 2.521], [-2.956, -2.717, -0.029], [-0.601, -0.997, -3.593], [3.499, -1.760, 3.356], [-1.631, 2.743, 3.989], [1.583, 1.987, 5.006], [-1.867, -2.133, 0.982], [-0.409, 0.330, -6.195], [2.903, -1.092, 1.165], [-3.090, 0.299, 2.089], [-3.507, -2.777, -3.506], [-2.362, -2.272, 2.420], [2.520, 3.242, 1.710], [-2.055, -0.438, 0.982], [3.071, -0.607, 4.063], [-3.485, -0.096, 4.273], [5.870, -2.082, -0.153], [0.921, -1.589, 5.009], [0.452, -4.482, -3.895], [1.889, -2.358, -0.693], [-0.438, -3.117, 3.117], [-5.388, -2.551, 3.577], [3.293, 2.672, -1.678], [-1.217, -2.121, -4.860], [1.405, 3.236, 3.081]], "homo_energy_ev": -7.3665, "total_charge": 0, "orbital_gap_ev": 6.97}

---

Entry 2:
{"formula": "C38H112N15O27", "method": "wB97M-V/def2-TZVPD", "species": ["C", "H", "C", "H", "O", "H", "O", "C", "H", "N", "O", "H", "H", "C", "H", "O", "H", "N", "N", "H", "H", "H", "N", "O", "H", "H", "O", "H", "C", "C", "H", "H", "H", "H", "H", "H", "H", "H", "H", "H", "H", "H", "C", "H", "H", "C", "H", "H", "C", "C", "H", "H", "C", "H", "H", "H", "H", "H", "H", "H", "H", "H", "H", "H", "H", "H", "H", "N", "C", "N", "C", "H", "H", "C", "C", "C", "H", "H", "N", "H", "C", "H", "C", "H", "H", "H", "C", "H", "H", "O", "O", "C", "H", "H", "H", "H", "N", "H", "C", "H", "N", "H", "H", "C", "C", "H", "N", "H", "O", "H", "H", "O", "O", "H", "H", "O", "H", "O", "H", "H", "H", "H", "O", "C", "O", "H", "C", "H", "O", "C", "O", "H", "C", "N", "H", "H", "O", "O", "C", "C", "H", "H", "O", "H", "H", "N", "O", "H", "N", "H", "C", "H", "C", "H", "O", "H", "H", "C", "H", "H", "C", "H", "H", "H", "H", "H", "H", "H", "H", "H", "H", "C", "N", "H", "H", "H", "C", "H", "O", "C", "H", "H", "C", "O", "O", "C", "H", "O", "N", "O", "H", "H"], "positions_angstrom": [[-9.166, 2.260, 23.205], [-9.274, 11.194, 14.908], [-7.988, 2.295, 22.144], [-11.104, 6.625, 15.929], [-14.802, 9.386, 19.819], [-14.362, 5.521, 14.121], [-6.964, 5.358, 24.463], [-16.322, 6.755, 15.536], [-11.756, 6.524, 18.567], [-15.428, 11.574, 16.647], [-12.023, 8.749, 25.524], [-7.722, 13.406, 21.203], [-3.200, 7.634, 18.741], [-7.750, 1.754, 16.622], [-12.273, 11.929, 15.465], [-8.200, 6.934, 26.602], [-12.237, 5.500, 25.767], [-7.339, 0.913, 21.881], [-11.106, 11.809, 20.080], [-8.447, 9.862, 16.782], [-7.379, 12.664, 24.437], [-9.092, 2.222, 20.219], [-5.478, 2.798, 16.480], [-6.013, 11.121, 18.717], [-12.039, 4.576, 28.482], [-8.409, 12.683, 14.490], [-8.137, 10.700, 24.261], [-7.405, 8.796, 22.123], [-8.366, 2.832, 20.757], [-7.161, 10.100, 25.107], [-8.248, 12.536, 18.177], [-9.183, 14.204, 21.427], [-9.801, 6.307, 28.447], [-16.064, 4.586, 15.653], [-7.712, 7.919, 23.635], [-15.903, 11.158, 15.858], [-8.681, 13.575, 16.844], [-12.914, 13.865, 17.189], [-9.729, 4.337, 16.240], [-11.005, 10.008, 16.233], [-12.345, 8.984, 15.591], [-11.634, 8.135, 21.714], [-5.694, 0.403, 15.977], [-8.896, 3.784, 20.797], [-3.337, 9.129, 19.642], [-6.222, 12.472, 16.043], [-16.134, 11.969, 17.252], [-12.382, 7.957, 20.236], [-9.600, 7.210, 26.492], [-7.642, 11.894, 23.712], [-10.820, 6.149, 20.826], [-5.514, 0.088, 17.005], [-7.444, 10.281, 16.858], [-5.616, 6.012, 20.729], [-5.209, 2.519, 17.413], [-10.973, 0.729, 24.416], [-9.966, 7.219, 25.466], [-7.871, 14.591, 22.539], [-4.384, 6.262, 23.198], [-11.677, 3.804, 25.571], [-10.300, 11.881, 24.031], [-11.217, 9.136, 20.542], [-3.985, 7.696, 22.475], [-5.921, 3.673, 16.724], [-9.966, 6.126, 18.508], [-4.689, 3.065, 15.910], [-6.717, 9.241, 18.644], [-14.915, 8.407, 19.108], [-6.431, 1.735, 15.889], [-7.602, 11.752, 16.276], [-9.209, 4.125, 26.752], [-10.803, 13.295, 23.245], [-9.114, 11.880, 22.108], [-8.294, 11.671, 14.876], [-14.244, 12.436, 16.271], [-10.333, 6.335, 27.496], [-15.737, 7.669, 15.636], [-4.015, 3.947, 21.846], [-6.110, 4.592, 24.904], [-7.036, 0.537, 22.768], [-15.511, 5.502, 15.859], [-7.874, 10.375, 19.109], [-11.833, 6.144, 15.276], [-10.462, 7.754, 18.363], [-6.710, 9.764, 16.240], [-11.370, 6.671, 27.489], [-9.117, 7.413, 20.766], [-6.550, 0.896, 21.249], [-17.097, 6.880, 16.292], [-10.046, 1.192, 22.839], [-10.271, 10.928, 20.020], [-11.273, 1.240, 23.501], [-6.574, 2.016, 14.846], [-7.482, 2.904, 20.123], [-8.608, 4.142, 27.662], [-2.986, 6.682, 23.274], [-11.521, 8.188, 20.712], [-5.855, 12.714, 17.040], [-11.996, 9.595, 16.423], [-10.362, 2.834, 16.885], [-10.525, 4.922, 27.021], [-11.808, 8.854, 17.200], [-4.543, 8.657, 18.289], [-9.485, 3.480, 16.868], [-8.628, 12.532, 17.156], [-11.841, 0.468, 22.983], [-3.727, 6.727, 22.589], [-8.793, 8.310, 20.239], [-9.015, 7.540, 22.180], [-2.567, 6.482, 20.848], [-13.694, 4.433, 15.277], [-4.844, 7.725, 20.079], [-6.348, 5.640, 16.299], [-2.336, 4.126, 22.051], [-7.950, 6.313, 25.914], [-12.206, 11.390, 20.271], [-7.187, 2.875, 22.602], [-13.179, 6.429, 15.557], [-14.999, 10.780, 17.099], [-4.764, 0.435, 15.408], [-11.630, 6.347, 14.224], [-6.206, 9.921, 24.614], [-11.490, 3.774, 19.652], [-3.452, 6.012, 21.276], [-10.869, 12.981, 19.821], [-9.750, 8.280, 26.639], [-10.555, 7.073, 20.313], [-8.645, 4.727, 26.040], [-11.242, 9.967, 23.910], [-7.675, 7.830, 22.549], [-5.129, 4.562, 24.086], [-6.749, 11.783, 23.097], [-14.077, 5.448, 15.171], [-15.321, 5.388, 17.401], [-16.182, 5.076, 17.826], [-10.353, 4.206, 28.908], [-14.251, 7.408, 19.290], [-12.039, 7.955, 23.650], [-13.804, 13.307, 17.481], [-7.069, 10.240, 18.387], [-13.378, 12.698, 18.278], [-7.568, 1.807, 17.696], [-7.804, 6.900, 16.994], [-6.224, -0.401, 15.466], [-16.935, 6.833, 14.639], [-7.089, 5.935, 17.237], [-8.358, 2.999, 16.193], [-8.307, 0.818, 16.582], [-10.058, 12.813, 23.727], [-10.706, 5.131, 24.916], [-8.362, 13.778, 22.003], [-9.821, 13.298, 24.581], [-11.371, 4.838, 25.729], [-8.820, 2.162, 24.235], [-7.032, 5.403, 18.303], [-7.953, 0.209, 21.496], [-7.505, 9.153, 25.522], [-3.161, 4.483, 21.434], [-11.872, 2.148, 23.575], [-2.972, 4.086, 20.437], [-11.132, 4.065, 28.160], [-4.595, 5.691, 19.429], [-9.540, 11.940, 17.079], [-13.615, 10.884, 14.972], [-8.420, 6.608, 20.532], [-14.508, 13.973, 17.980], [-14.497, 4.895, 17.714], [-6.983, 7.010, 22.356], [-9.610, 3.215, 22.926], [-7.645, 11.186, 14.147], [-9.263, 3.833, 17.875], [-4.662, 6.332, 20.308], [-12.534, 3.770, 19.135], [-15.152, 6.289, 17.824], [-11.588, 5.091, 15.413], [-7.095, 10.820, 25.923], [-13.194, 11.452, 15.801], [-11.279, 3.027, 27.863], [-12.922, 10.593, 16.860], [-10.742, 6.816, 18.841], [-6.450, 13.352, 15.441], [-9.367, 3.126, 26.346], [-3.915, 8.360, 19.129], [-6.173, 3.844, 25.903], [-13.620, 3.838, 19.678], [-8.797, 12.581, 22.880], [-5.837, 10.967, 19.648], [-12.566, 3.827, 17.939], [-11.731, 8.905, 24.332], [-15.832, 8.386, 18.299], [-14.434, 13.060, 15.398], [-5.397, 11.872, 15.659]], "homo_energy_ev": -12.5316, "total_charge": 3, "orbital_gap_ev": 6.37}